[1]
The following is a quantum chemistry calculation of an isolated ion of composition C3H3Br2ClN3 and charge +1 in a non-equilibrium geometry, from the Open Molecules 2025 dataset.

Results
Total charge: +1
Relative energy (zero: lowest compared OMol25 entry of this formula, charge and spin) in kcal per mole: 41.29
HOMO energy in eV: -14.84
SMILES string: [H]/N=C/N=C(Br)\[N+](Cl)=C/Br
Kohn-Sham gap in eV: 9.18
Total energy in a.u.: -5888.2093

Each line ends with the natural charge from an NBO analysis.
Element x y z (Å)
Br -2.837 -1.063 1.025  0.223
Br 0.148 2.002 1.389  0.212
Cl -1.969 0.378 -2.059  0.272
N 1.537 0.009 -0.132  -0.536
N -0.055 -1.149 1.030  -0.429
N -0.969 0.368 -0.560  -0.479
C -1.072 -0.655 0.466  0.386
C 1.081 -1.067 0.337  0.327
C -0.041 1.247 -0.323  0.139
H 0.221 1.876 -1.112  0.254
H 1.542 -1.967 0.435  0.224
H 2.413 0.021 -0.496  0.407


[2]
The following is a quantum chemistry calculation of a 2-piece molecular cluster, C3H3Br2N overall in a non-equilibrium geometry, from the Open Molecules 2025 dataset.

Results
Total charge: 0
Relative energy (zero: lowest compared OMol25 entry of this formula, charge and spin) in kcal per mole: 95.71
HOMO energy (alpha / beta) in eV: -10.55 / -10.56
Kohn-Sham gap (alpha / beta) in eV: 8.04 / 8.05
Total energy in a.u.: -5318.7240

Each line ends with the natural charge from an NBO analysis.
Element x y z (Å)
Br 1.963 0.690 -1.046  0.036
Br -1.716 -0.252 1.665  0.213
N -1.299 -0.282 -2.915  -0.486
C 0.699 0.547 0.576  -0.490
C -0.276 -0.504 0.565  -0.072
C -1.045 -0.546 -1.808  0.113
H 0.269 1.457 0.738  0.230
H 0.016 -1.446 0.879  0.199
H 1.388 0.336 1.345  0.257


[3]
The following is a quantum chemistry calculation of one molecule with the formula C3H3Br2N3 in a non-equilibrium geometry, from the Open Molecules 2025 dataset.

Results
Total charge: 0
Relative energy (zero: lowest compared OMol25 entry of this formula, charge and spin) in kcal per mole: 9.01
HOMO energy in eV: -8.13
SMILES string: Nc1[nH]nc(Br)c1Br
Kohn-Sham gap in eV: 8.70
Total energy in a.u.: -5428.3633

Each line ends with the natural charge from an NBO analysis.
Element x y z (Å)
Br 1.461 -2.293 -0.129  0.086
Br 3.378 1.073 0.011  0.107
N 0.654 1.746 0.080  -0.335
N -1.627 -0.954 0.203  -0.821
N -0.583 1.220 0.126  -0.337
C -0.619 -0.083 0.051  0.348
C 1.542 0.674 -0.035  0.011
C 0.866 -0.504 -0.178  -0.298
H -1.212 1.986 -0.024  0.429
H -1.292 -1.926 0.221  0.405
H -2.568 -0.939 -0.326  0.403


[4]
The following is a quantum chemistry calculation of C3H3Br3O as an isolated structure in a non-equilibrium geometry, from the Open Molecules 2025 dataset.

Results
Total charge: 0
Relative energy (zero: lowest compared OMol25 entry of this formula, charge and spin) in kcal per mole: 79.55
HOMO energy (alpha / beta) in eV: -8.50 / -8.54
Kohn-Sham gap (alpha / beta) in eV: 7.88 / 8.18
Total energy in a.u.: -7913.2293

Each line ends with the natural charge from an NBO analysis.
Element x y z (Å)
Br 1.772 2.335 0.241  0.167
Br -1.767 2.686 -1.546  0.054
Br -2.183 -0.455 -0.993  0.028
O -1.961 1.500 0.968  -0.718
C 1.336 -0.510 -0.365  -0.535
C 1.027 0.723 -0.130  -0.061
C -1.601 1.250 -0.279  0.110
H 2.361 -0.866 -0.355  0.222
H 0.579 -1.247 -0.585  0.241
H -2.880 1.794 1.104  0.492


- Among the records above, which one has the lowest total energy?
  C3H3Br3O


- Which of these has the highest total energy?
  C3H3Br2N